The following is a DFT calculation (ωB97M-V/def2-TZVPD) of an isolated molecule of C2H4N2OS at a distorted geometry.

The geometry in XYZ format:
```
10
Properties=species:S:1:pos:R:3:forces:R:3:lowdin_charge:R:1
C -0.624 0.381 0.308 1.2 -0.9 0.6 -0.32
C 0.576 -0.384 -0.253 0.4 1.5 -1.0 -0.29
N -1.861 -0.311 0.306 -0.8 -1.0 0.3 -0.33
N 0.923 -1.562 -0.094 -0.4 -2.8 0.7 0.07
O -4.350 -0.608 0.122 1.5 0.7 -0.5 -0.50
S -3.174 0.210 -0.204 -1.1 -0.5 0.4 0.92
H -0.350 0.542 1.370 -0.2 0.3 -0.5 0.13
H -0.582 1.269 -0.254 -0.5 1.7 -0.4 0.07
H 1.266 0.325 -0.914 -1.2 -1.5 1.4 0.14
H 0.302 -2.286 0.446 1.0 2.4 -1.1 0.11
```
Positions in Å, forces in eV/Å.

Summary:
Relative energy (zero: lowest compared OMol25 entry of this formula, charge and spin), eV: 3.2584
E_HOMO, eV: -9.8
F_max, Eh/bohr: 0.05733
LUMO level, eV: -0.7
HOMO-LUMO gap, hartree: 0.334
Charge: 0
Spin multiplicity: 1

The following is a DFT calculation (ωB97M-V/def2-TZVPD) of a structure of composition B6CuF16H8 at a distorted geometry.

The geometry in XYZ format:
```
31
Properties=species:S:1:pos:R:3:forces:R:3:lowdin_spin:R:1
Cu 0.276 -0.006 0.299 0.4 -0.4 -1.0 0.80
B 1.660 -0.494 2.022 0.2 0.9 1.0 0.03
H 1.226 0.166 2.865 -0.9 0.9 1.2 0.00
H 2.124 0.178 1.212 0.5 1.2 -1.3 0.01
H 2.545 -1.069 2.488 1.4 -1.1 0.3 0.01
H 0.941 -1.282 1.638 -1.7 -1.5 -0.5 0.01
B 2.030 -1.139 -1.119 1.4 -0.1 0.7 0.05
H 2.069 -1.748 -0.148 0.4 -1.0 1.2 0.00
H 2.390 -1.826 -1.978 -0.1 -1.1 -1.6 0.02
H 0.950 -0.830 -1.328 -2.5 1.0 -0.4 0.03
H 2.743 -0.239 -1.098 1.0 1.3 0.2 0.00
B -1.218 -3.079 0.391 0.6 0.8 -1.4 0.00
F -0.993 -1.676 0.157 -0.3 -1.0 0.2 0.00
F -2.272 -3.434 -0.478 -0.5 -0.4 0.4 0.00
F -0.086 -3.813 0.006 0.1 -0.2 0.2 0.00
F -1.497 -3.297 1.724 -0.4 -0.3 0.6 0.00
B -1.273 0.355 -3.063 0.7 0.4 1.9 0.00
F -2.548 0.848 -3.352 -0.4 0.2 -0.8 0.00
F -0.250 1.133 -3.640 -0.3 0.4 -0.1 0.00
F -1.197 0.390 -1.606 0.4 0.0 -0.7 0.01
F -1.083 -0.933 -3.493 -0.4 -1.0 -0.6 0.00
B -2.568 1.319 1.792 0.4 1.6 -1.3 0.00
F -2.110 2.652 2.048 0.0 -0.5 0.2 0.00
F -3.322 0.934 2.903 0.0 -0.6 0.3 0.00
F -3.340 1.363 0.628 -0.7 -0.1 0.2 0.00
F -1.473 0.462 1.472 0.2 0.1 0.9 0.01
B 1.255 2.988 -0.067 -0.2 0.5 0.1 0.00
F 1.365 4.041 -1.003 -0.3 0.5 -0.3 0.00
F 2.316 2.133 -0.300 0.1 -0.2 0.1 0.00
F 1.345 3.565 1.226 0.1 0.0 0.1 0.00
F -0.005 2.338 -0.198 0.8 -0.2 0.2 0.00
```
Positions in Å, forces in eV/Å.

Summary:
Relative energy (zero: lowest compared OMol25 entry of this formula, charge and spin), eV: 0.0291
E_HOMO (spin up / spin down), eV: 2.6 / 2.6
F_max, Eh/bohr: 0.05318
LUMO level (spin up / spin down), eV: 9.6 / 9.6
HOMO-LUMO gap (spin up / spin down), hartree: 0.256 / 0.256
Expectation value of S²: 0.7519
Charge: -4
Spin multiplicity: 2

The following is a DFT calculation (ωB97M-V/def2-TZVPD) of a structure of composition C16H29N4O2PtSi2 at a distorted geometry.

The geometry in XYZ format:
```
54
Properties=species:S:1:pos:R:3:forces:R:3:lowdin_charge:R:1
Pt -0.015 -0.238 0.530 0.3 -0.5 -0.7 1.14
C 0.686 2.831 1.945 -0.1 0.2 0.1 -0.19
Si -0.383 2.998 0.401 0.1 -0.2 0.2 0.39
C 0.588 4.178 -0.707 0.0 0.0 -0.2 -0.18
C -2.013 3.794 0.882 -0.1 0.1 0.0 -0.18
N -0.610 1.467 -0.378 -0.3 -0.2 0.2 -0.23
C -0.886 1.326 -1.729 -0.1 0.2 0.1 -0.34
C -1.474 2.315 -2.523 -0.1 -0.1 0.1 -0.08
C -1.662 2.137 -3.891 0.0 0.0 0.1 -0.14
C -1.258 0.954 -4.484 0.0 -0.1 0.0 -0.14
C -0.697 -0.054 -3.701 0.1 0.0 0.1 -0.07
C -0.520 0.097 -2.322 0.1 -0.1 -0.3 -0.33
N 0.027 -0.859 -1.476 0.0 0.1 0.3 -0.22
Si 0.190 -2.542 -1.750 -0.1 0.0 -0.1 0.38
C 2.045 -2.943 -1.859 0.1 -0.1 0.2 -0.18
C -0.568 -3.270 -3.316 0.0 0.1 -0.1 -0.20
C -0.621 -3.536 -0.360 0.1 -0.1 0.1 -0.19
H 1.354 3.691 2.051 0.0 0.0 -0.1 0.02
H 1.297 1.930 1.880 0.1 0.0 0.0 0.00
H 0.069 2.759 2.845 0.1 0.0 -0.1 0.02
H 0.453 5.218 -0.393 0.0 0.0 0.0 0.02
H 0.299 4.099 -1.757 0.0 0.1 0.0 0.01
H 1.654 3.942 -0.642 0.0 0.0 0.0 0.02
H -1.854 4.690 1.492 0.0 0.0 0.0 0.02
H -2.586 3.072 1.469 0.0 0.0 0.0 0.02
H -2.609 4.078 0.010 0.0 0.0 0.0 0.01
H -1.803 3.233 -2.049 0.0 0.0 0.0 0.08
H -2.130 2.916 -4.482 0.0 0.0 0.0 0.08
H -1.385 0.805 -5.550 0.0 0.0 0.0 0.08
H -0.375 -0.974 -4.171 0.0 0.1 0.0 0.07
H 2.364 -2.882 -2.903 0.0 0.1 0.0 0.03
H 2.300 -3.946 -1.497 0.0 0.1 -0.1 0.03
H 2.642 -2.205 -1.312 0.0 0.0 -0.1 0.03
H 0.046 -3.082 -4.201 -0.1 0.0 0.0 0.02
H -1.563 -2.859 -3.504 0.0 0.0 0.0 0.03
H -0.666 -4.353 -3.195 0.0 0.0 0.0 0.03
H -0.738 -2.923 0.531 0.0 -0.1 0.0 -0.01
H -0.049 -4.430 -0.085 -0.1 0.0 -0.1 0.03
H -1.619 -3.856 -0.674 0.0 0.0 0.0 0.03
C 1.748 -2.388 3.849 0.1 0.1 0.0 -0.01
C 1.058 -1.468 2.892 0.3 0.3 0.2 -0.30
N 1.179 -1.583 1.608 -1.4 -0.3 -0.1 -0.15
O 1.824 -2.749 1.194 0.3 0.2 0.1 -0.07
C 0.208 -0.412 3.370 -0.1 -0.5 0.1 -0.31
C 0.146 0.027 4.798 -0.1 -0.2 -0.1 -0.04
N -0.571 0.122 2.437 1.2 1.1 -0.4 -0.31
O -1.444 0.972 2.727 -0.5 -0.1 0.1 -0.15
H 2.485 -2.995 3.336 0.0 0.0 0.0 0.07
H 1.020 -3.047 4.326 0.0 0.0 0.0 0.09
H 2.240 -1.811 4.633 0.0 0.0 0.0 0.08
H 1.789 -2.695 0.231 0.1 0.0 0.0 0.00
H -0.269 -0.740 5.460 0.0 0.0 0.0 0.08
H -0.489 0.908 4.851 0.0 0.0 0.0 0.07
H 1.144 0.282 5.163 0.0 0.0 0.0 0.07
```
Positions in Å, forces in eV/Å.

Summary:
Relative energy (zero: lowest compared OMol25 entry of this formula, charge and spin), eV: 0.4749
E_HOMO, eV: -3.2
F_max, Eh/bohr: 0.03207
LUMO level, eV: 2.7
HOMO-LUMO gap, hartree: 0.219
Charge: -1
Spin multiplicity: 1